{
  "formula": "C76H171Br6F3O35",
  "method": "ωB97M-V/def2-TZVPD",
  "e_lumo_ev": 0.412,
  "energy_ha": -21374.5925,
  "charge": 0,
  "homo_ev": -9.24,
  "symbols": ["C", "O", "C", "C", "O", "C", "C", "O", "C", "H", "H", "H", "H", "H", "H", "H", "H", "H", "H", "H", "H", "H", "H", "C", "O", "C", "C", "O", "C", "C", "O", "C", "H", "H", "H", "H", "H", "H", "H", "H", "H", "H", "H", "H", "H", "H", "C", "O", "C", "C", "O", "C", "C", "O", "C", "H", "H", "H", "H", "H", "H", "H", "H", "H", "H", "H", "H", "H", "H", "C", "O", "C", "C", "O", "C", "C", "O", "C", "H", "H", "H", "H", "H", "H", "H", "H", "H", "H", "H", "H", "H", "H", "C", "O", "C", "C", "O", "C", "C", "O", "C", "H", "H", "H", "H", "H", "H", "H", "H", "H", "H", "H", "H", "H", "H", "C", "O", "C", "C", "O", "C", "C", "O", "C", "H", "H", "H", "H", "H", "H", "H", "H", "H", "H", "H", "H", "H", "H", "C", "O", "C", "C", "O", "C", "C", "O", "C", "H", "H", "H", "H", "H", "H", "H", "H", "H", "H", "H", "H", "H", "H", "C", "O", "C", "C", "O", "C", "C", "O", "C", "H", "H", "H", "H", "H", "H", "H", "H", "H", "H", "H", "H", "H", "H", "C", "O", "C", "C", "O", "C", "C", "O", "C", "H", "H", "H", "H", "H", "H", "H", "H", "H", "H", "H", "H", "H", "H", "C", "O", "C", "C", "O", "C", "C", "O", "C", "H", "H", "H", "H", "H", "H", "H", "H", "H", "H", "H", "H", "H", "H", "C", "O", "C", "C", "O", "C", "C", "O", "C", "H", "H", "H", "H", "H", "H", "H", "H", "H", "H", "H", "H", "H", "H", "Br", "C", "C", "Br", "H", "H", "H", "H", "Br", "C", "C", "Br", "H", "H", "H", "H", "Br", "C", "C", "Br", "H", "H", "H", "H", "C", "C", "O", "C", "O", "C", "F", "F", "F", "H", "H", "H", "H", "H"],
  "xyz": [[25.085815, 11.762553, 14.009835], [24.419562, 12.678583, 14.819588], [25.227825, 13.654055, 15.482756], [24.268609, 14.851789, 15.443460], [24.827184, 16.010103, 16.023875], [23.930824, 16.977589, 16.543368], [24.657242, 17.941133, 17.417459], [25.312367, 17.216991, 18.500680], [26.235711, 18.073021, 19.108278], [24.317930, 11.088737, 13.513805], [25.830423, 11.137113, 14.563840], [25.654838, 12.303294, 13.231263], [26.141877, 13.871518, 14.872488], [25.611066, 13.368562, 16.545825], [23.318146, 14.592322, 15.914863], [24.149335, 14.942765, 14.333324], [23.024927, 16.541775, 17.000111], [23.583884, 17.627982, 15.640314], [24.015081, 18.695378, 17.841137], [25.436710, 18.330559, 16.784382], [27.079319, 18.300897, 18.371698], [26.643924, 17.573840, 19.946158], [25.764705, 19.034572, 19.396531], [27.253788, 14.445266, 19.300324], [28.292035, 14.001675, 18.435667], [28.899520, 14.970393, 17.613578], [27.945143, 15.518394, 16.559735], [28.707156, 16.088016, 15.521582], [27.927506, 16.718488, 14.558244], [27.889043, 18.179052, 14.634576], [29.133194, 18.796405, 14.296515], [30.020647, 18.690739, 15.411454], [27.622494, 15.284187, 19.863199], [26.872989, 13.642797, 19.882971], [26.311132, 14.860790, 18.746668], [29.673689, 14.408915, 17.141440], [29.165418, 15.833131, 18.213813], [27.206651, 16.273924, 16.870365], [27.440959, 14.651727, 16.155122], [26.877670, 16.393614, 14.579151], [28.215553, 16.417651, 13.604157], [27.731184, 18.438095, 15.693831], [27.177219, 18.639281, 13.974319], [30.865607, 19.327154, 15.189923], [30.419999, 17.735626, 15.726063], [29.508258, 19.063089, 16.239299], [28.236131, 20.064716, 11.544408], [28.798459, 20.747018, 10.429385], [30.207261, 20.772036, 10.489962], [30.798860, 21.687988, 9.424089], [30.255994, 22.984023, 9.526050], [29.358854, 23.326015, 8.449347], [29.967042, 24.331369, 7.492249], [31.208428, 23.859599, 7.161935], [31.838447, 24.670461, 6.169276], [28.045169, 19.003059, 11.344571], [27.326338, 20.566724, 11.654928], [28.934979, 20.118272, 12.439388], [30.611477, 19.743366, 10.433173], [30.472400, 21.102261, 11.531219], [30.667237, 21.325335, 8.384880], [31.893664, 21.804389, 9.694340], [28.444372, 23.821261, 8.867367], [28.920356, 22.417058, 7.957293], [30.037965, 25.344484, 8.106296], [29.280772, 24.557209, 6.672932], [31.170370, 25.042003, 5.397244], [32.597696, 24.098342, 5.658476], [32.356656, 25.582056, 6.497886], [27.118167, 25.789772, 16.337429], [26.343815, 26.993076, 16.300545], [27.047879, 28.174450, 16.142857], [27.915644, 28.189402, 14.931466], [27.293228, 27.896409, 13.782096], [27.301860, 28.891601, 12.744587], [28.665351, 28.905226, 12.082749], [28.846773, 30.203062, 11.409705], [29.634541, 29.948047, 10.265820], [26.605993, 25.145478, 17.089988], [28.118178, 25.950303, 16.719902], [27.068140, 25.243434, 15.369567], [27.646285, 28.421167, 17.033257], [26.245503, 28.943582, 16.106021], [28.840119, 27.597911, 15.106337], [28.366952, 29.156564, 14.924764], [27.066730, 29.879751, 13.208827], [26.516058, 28.587093, 12.078153], [28.785907, 28.162322, 11.275054], [29.488767, 28.759041, 12.775154], [29.025918, 29.368960, 9.525770], [30.578727, 29.388461, 10.527532], [29.768930, 30.915651, 9.852538], [19.257478, 26.342331, 16.677644], [19.241887, 24.987705, 17.122791], [18.617698, 24.146946, 16.173597], [18.564830, 22.761744, 16.738142], [17.516379, 22.674359, 17.601014], [17.308648, 21.492316, 18.270321], [18.555890, 21.085548, 19.144628], [19.270934, 22.164320, 19.762874], [18.461837, 22.908018, 20.654905], [18.222249, 26.656400, 16.679772], [19.693486, 26.360605, 15.684209], [19.863914, 26.949159, 17.371844], [19.169491, 24.176933, 15.205806], [17.591019, 24.485398, 15.907480], [19.586977, 22.597636, 17.242626], [18.394504, 21.999519, 15.957036], [16.944350, 20.563578, 17.706760], [16.441396, 21.878307, 18.897557], [19.274908, 20.450813, 18.584385], [18.159053, 20.414008, 19.922250], [17.855123, 23.648171, 20.167904], [19.115508, 23.537344, 21.211203], [17.889835, 22.233675, 21.329618], [20.235883, 14.487421, 15.807205], [18.981983, 13.918557, 15.471525], [19.114631, 13.251415, 14.241313], [17.734233, 12.813088, 13.733196], [17.122057, 13.846042, 12.985731], [16.571216, 14.875804, 13.809565], [16.946530, 16.147094, 13.074597], [18.232875, 16.558339, 13.379031], [18.790939, 17.368705, 12.261977], [20.448135, 15.361444, 15.238573], [21.082613, 13.782273, 15.821168], [20.147923, 14.828662, 16.831535], [19.704300, 12.351389, 14.414497], [19.454766, 14.000248, 13.581085], [17.198654, 12.422810, 14.677377], [17.852942, 11.953403, 13.064850], [17.204460, 14.829049, 14.693677], [15.516217, 14.668455, 13.926764], [16.234067, 16.934781, 13.214097], [16.894109, 15.909872, 12.003353], [19.814725, 17.651428, 12.454535], [18.145304, 18.206658, 11.990254], [18.807688, 16.746678, 11.363794], [21.171824, 18.259548, 18.709013], [21.492773, 19.612694, 18.396848], [22.131160, 20.307420, 19.444230], [22.919822, 21.503487, 18.844725], [24.244860, 21.057472, 18.505124], [25.088811, 22.100930, 18.033161], [26.106040, 21.397558, 17.089119], [27.033594, 22.427701, 16.815480], [27.904768, 22.140566, 15.807818], [22.100687, 17.793632, 19.048124], [20.701514, 17.846329, 17.791196], [20.402291, 18.243402, 19.489282], [22.881365, 19.729542, 20.001587], [21.364040, 20.782289, 20.146155], [22.977033, 22.237862, 19.697616], [22.472323, 22.077345, 17.984642], [25.455707, 22.828254, 18.723976], [24.469161, 22.878937, 17.515436], [25.652505, 21.063714, 16.128097], [26.657932, 20.566173, 17.588081], [28.519656, 21.253980, 16.014690], [28.514449, 23.115941, 15.670022], [27.321248, 21.936591, 14.881265], [20.678492, 28.194310, 21.143049], [21.280398, 27.285424, 20.225899], [20.889638, 25.943761, 20.380363], [21.688472, 24.982502, 19.558827], [23.047241, 24.961420, 19.879146], [23.786713, 25.963083, 19.200811], [25.185498, 26.057501, 19.587452], [25.207628, 26.817937, 20.803877], [26.540677, 26.854974, 21.317713], [20.964266, 27.960370, 22.125323], [19.569075, 28.129592, 21.115062], [20.959419, 29.207423, 20.834214], [19.819009, 25.813734, 20.295375], [21.145136, 25.685812, 21.390577], [21.600555, 25.188293, 18.493628], [21.332531, 23.984140, 19.702332], [23.282819, 27.025241, 19.321359], [23.630940, 25.849100, 18.146395], [25.826053, 26.579217, 18.823310], [25.550387, 25.057171, 19.752507], [27.168421, 27.495160, 20.628892], [26.975113, 25.869731, 21.408171], [26.539144, 27.358362, 22.343028], [28.874658, 25.575007, 24.824769], [28.289187, 24.331948, 24.665881], [28.995696, 23.421388, 23.847912], [28.093701, 22.307914, 23.389764], [27.206539, 22.602133, 22.365321], [25.897262, 23.014090, 22.796330], [24.850548, 22.479117, 21.801627], [24.299557, 21.194437, 22.162204], [25.230242, 20.145281, 22.161267], [28.274765, 26.189579, 25.518475], [28.887639, 26.235071, 23.904513], [29.874083, 25.475613, 25.263488], [29.883872, 23.131082, 24.466035], [29.431394, 23.941112, 22.976082], [27.520979, 21.857946, 24.228648], [28.773462, 21.549673, 22.970160], [25.820835, 24.147925, 22.935128], [25.597402, 22.540993, 23.773140], [25.313937, 22.303418, 20.834284], [23.907640, 23.118770, 21.741819], [24.797111, 19.167192, 22.254399], [25.937091, 20.241344, 23.014489], [25.878379, 20.125702, 21.257836], [11.628132, 20.760663, 16.650139], [12.773665, 20.160836, 16.016589], [14.053795, 20.719966, 16.338732], [15.145336, 20.195310, 15.416606], [15.424698, 18.842486, 15.476170], [15.931337, 18.366184, 16.775262], [17.388757, 18.058441, 16.478362], [17.961934, 19.351100, 16.244340], [19.031787, 19.427385, 15.346469], [11.702734, 20.657501, 17.775568], [10.818726, 20.106728, 16.216699], [11.482232, 21.792790, 16.393207], [14.323065, 20.481345, 17.449592], [13.992157, 21.765200, 16.149807], [16.016627, 20.861321, 15.527958], [14.734559, 20.331878, 14.369413], [15.346107, 17.516885, 17.132846], [15.751331, 19.193111, 17.474752], [17.442549, 17.487544, 15.533804], [17.950624, 17.586393, 17.295989], [18.658396, 19.467559, 14.293063], [19.694922, 18.598463, 15.427788], [19.568364, 20.361235, 15.507503], [17.819328, 14.316499, 19.166029], [18.937738, 14.921542, 19.779799], [19.587306, 14.191378, 20.762566], [20.822882, 14.985513, 21.014135], [20.447209, 16.109671, 21.801636], [21.538894, 16.984905, 22.141069], [21.089542, 18.200862, 22.984043], [20.387258, 19.009514, 22.117237], [19.910255, 20.166884, 22.659425], [17.047413, 14.053188, 19.897481], [18.213252, 13.470216, 18.585301], [17.519962, 15.127164, 18.495982], [19.881101, 13.181325, 20.468193], [19.068104, 14.086226, 21.693437], [21.403600, 15.214455, 20.092669], [21.535766, 14.392812, 21.701524], [22.082973, 17.406080, 21.279291], [22.202610, 16.425230, 22.843573], [22.038295, 18.741773, 23.372295], [20.543480, 17.974964, 23.864208], [19.934803, 21.029560, 21.962337], [20.679516, 20.418820, 23.489523], [18.945404, 20.090952, 23.177118], [16.801181, 16.832844, 23.434714], [17.498912, 17.286137, 21.656700], [16.492863, 17.751525, 20.630788], [15.477257, 19.316757, 21.190814], [17.933452, 16.418333, 21.166821], [18.239650, 18.000279, 21.884399], [15.776224, 16.976953, 20.455623], [17.022390, 18.131689, 19.758489], [29.265680, 20.954176, 19.499717], [28.870464, 22.861578, 19.581068], [30.219680, 23.351582, 20.180824], [30.410396, 25.270034, 20.463993], [28.032432, 23.041856, 20.291575], [28.741841, 23.173276, 18.525398], [31.068202, 23.084557, 19.534108], [30.476830, 22.859253, 21.155960], [26.648516, 24.014731, 11.643501], [28.560777, 23.777233, 12.062271], [29.051930, 25.106936, 12.633114], [30.822787, 24.783864, 13.419509], [29.075350, 23.617093, 11.147387], [28.649313, 23.008629, 12.822279], [28.494133, 25.442131, 13.489606], [29.121293, 25.878160, 11.794764], [22.144800, 22.833495, 14.938793], [22.355335, 21.345683, 15.318177], [22.143506, 20.556985, 14.098675], [23.229942, 20.014711, 13.580500], [24.401678, 20.235618, 13.893913], [22.901375, 19.029592, 12.504347], [22.501519, 17.858726, 13.096876], [21.881797, 19.430461, 11.725304], [23.999083, 18.683596, 11.777801], [23.072086, 23.371160, 14.630023], [21.811731, 23.401173, 15.829698], [21.394162, 22.948916, 14.123481], [21.561329, 20.948595, 16.018389], [23.366895, 21.103375, 15.711554]],
  "forces_ev_per_angstrom": [[0.4136, -0.9631, -0.6955], [0.0118, 0.0055, 0.9767], [0.4230, -0.1928, 0.6096], [0.6828, 0.0980, -0.7774], [0.0660, -0.1342, 0.5579], [-1.1278, 0.6837, -2.2336], [0.9191, -1.8809, 0.9052], [-0.9396, 0.4412, -0.7455], [0.5035, 1.0985, -1.5321], [0.9330, 0.8655, 0.6832], [-0.6197, 0.3062, -0.2112], [-0.1829, -0.2477, 0.0227], [-0.6894, -0.1281, 0.3540], [-0.9114, 0.1688, -1.6738], [0.0018, -0.0628, -0.0513], [-0.5030, 0.5198, 0.7787], [0.4197, -0.1361, -0.0137], [0.0825, -0.9052, 1.3428], [-0.2342, 0.5027, -0.1587], [0.4614, 0.7886, -0.1556], [-0.7381, -0.0964, 0.8446], [0.4345, -0.4348, 0.9860], [0.2769, -0.3859, -0.0386], [-1.3050, 1.5603, -2.4247], [-0.7804, -0.7585, 0.4100], [-1.8483, 0.6903, 0.5304], [-0.0535, -0.2338, -0.4031], [0.9057, -0.0377, 0.1676], [-1.9261, -0.6939, 0.0359], [1.3547, 1.4276, 0.8432], [0.4782, -0.9140, 0.5780], [0.9773, 0.4964, -1.3328], [0.1401, 0.3017, 0.8050], [0.2530, -0.7570, 0.6637], [1.6153, -0.6370, 0.5051], [0.9429, 0.2641, -0.3716], [1.0056, 0.1038, 0.3114], [0.1325, -0.5179, 0.5353], [-0.5295, -0.1627, -0.0213], [-0.0392, -0.1789, 0.4582], [1.1085, -0.5421, -1.7869], [-0.6972, 0.2269, -0.1197], [-0.7027, -0.0367, -0.1693], [0.2151, 0.3041, -0.0470], [-0.2677, -0.6547, -0.6614], [-0.7572, 0.9012, 1.7594], [1.9026, -0.2919, 0.0862], [0.4380, -0.1763, -0.2661], [-0.0483, -0.2786, 0.8174], [1.1208, -0.0880, 0.6003], [-1.0199, 0.5866, -1.0906], [-1.5832, -0.1451, 0.6048], [-0.5660, 1.6986, 2.7488], [1.2701, 0.6932, -1.7729], [0.4448, 0.1645, -0.2595], [0.1653, 0.0317, -0.1336], [-1.5795, 0.5285, 0.8965], [-1.1145, 0.0984, -0.8649], [0.0616, 0.2478, -0.3444], [0.1531, 0.1875, -0.8310], [0.2563, -0.1148, 0.6722], [-0.9897, -0.3802, -0.6586], [0.6776, -0.3381, 0.0591], [0.8544, 0.5642, 0.2585], [0.0996, -1.5793, -1.1124], [0.1148, -0.2796, -0.3666], [-0.6088, -0.2818, -0.0671], [0.1565, -0.4974, 0.0279], [-0.2387, -0.2061, 0.8410], [-1.5418, -0.4976, 0.5823], [-0.2079, -1.3381, 0.2525], [-0.9118, 0.7272, 0.3996], [2.3043, 0.6494, 1.7517], [-1.4632, -0.8031, -2.3146], [0.5387, -0.1076, 1.5353], [-0.0274, 1.4431, -1.3768], [-0.0796, -1.8094, 0.8226], [-0.4812, -0.7166, 0.0295], [0.3727, 0.2291, -0.5838], [0.4473, 0.0940, -0.2357], [0.3541, 0.4988, 0.4417], [0.2091, -0.1397, -0.0435], [0.5544, -0.2305, -0.2561], [-0.5367, -0.5220, -0.1612], [0.2388, 1.3558, -0.2067], [0.2199, -0.4897, -0.5445], [-0.2789, 0.1103, -0.4060], [-0.4517, -0.1616, 0.5784], [0.0332, -0.0137, 0.3807], [0.6043, 0.0965, 0.4141], [-0.7240, 0.7398, -0.4421], [0.8371, 0.7599, -0.6013], [0.1645, -0.7723, 0.6765], [0.1781, 0.1187, -0.0406], [-0.1526, 0.4409, -0.8020], [2.0928, -0.7299, -0.7928], [-0.7960, 1.0446, -0.1336], [-0.9366, -0.5156, 2.3058], [-0.5913, -0.5188, -0.2130], [-0.5741, -0.5591, -0.5609], [0.0416, -0.5631, 0.1590], [-0.2272, 0.6629, -0.2582], [0.0283, 0.3736, -0.3369], [-0.3078, -0.3530, -0.2423], [0.0188, -0.1546, 0.4775], [0.3264, -0.0132, 0.4110], [-1.2814, -0.1129, -0.5403], [0.4805, 0.3403, -0.1357], [0.8602, 1.7342, 0.3931], [0.9281, -1.3243, -0.0221], [-0.2416, 0.8283, 0.0953], [-0.0294, 0.0810, 0.1382], [-0.9089, -0.0979, -0.6732], [0.8421, 0.1420, 0.8877], [0.1443, 0.4921, -0.3671], [-0.3953, -0.4026, 1.5568], [0.6153, 0.0386, 0.8158], [-1.7524, -0.8737, 0.4558], [0.3679, -0.5452, 1.0232], [-0.3063, -1.2524, 0.2300], [1.8999, 0.0007, -0.6786], [-1.2697, -0.4659, -1.0134], [1.9512, 1.3963, -0.9759], [-1.0087, -1.4861, 0.4468], [0.3088, 0.6312, -0.9943], [-0.3307, -0.0581, -0.4755], [-0.1173, 0.1108, 0.4014], [0.5941, 0.0814, -0.4602], [1.1417, 0.2919, -1.4170], [0.0696, 0.7796, -1.4175], [-0.0371, 0.2050, 0.0122], [-0.8708, 0.4229, 0.7067], [-0.2973, 0.4100, 0.3422], [-0.5717, 0.7565, 0.4834], [-0.1084, -0.1359, -0.0118], [0.0363, 0.1984, 0.5515], [0.0587, 0.2314, 0.5139], [0.0161, -0.2562, 0.0272], [-0.6267, 0.9385, -0.3332], [0.2178, -0.3240, -0.2536], [-0.5221, 2.2458, -0.3029], [0.2552, 0.4727, 1.3063], [-0.4107, 0.7296, 0.3409], [-1.4851, -0.7520, -2.1001], [0.1671, 1.2534, 0.6920], [-0.7567, 0.4250, 1.2561], [1.0002, 1.2357, -1.7530], [-0.2518, -0.6236, -0.1725], [0.6909, -0.1024, 0.5199], [0.1939, -0.2383, 0.2154], [-0.3338, -0.2409, -0.0195], [0.8743, -0.9552, -0.6904], [0.1878, -0.4138, -0.7832], [0.0355, -0.8880, 0.6270], [1.2272, -0.4654, 1.5066], [0.0866, -0.9143, -0.7831], [-0.0196, -0.0156, 0.6623], [-0.6613, 0.2598, -0.1994], [0.2475, 0.2334, 0.0094], [-0.5454, -1.8432, -0.0307], [0.4928, 0.0976, 0.0952], [-1.0004, -0.2240, -1.8238], [-0.2291, 0.7311, -0.7328], [0.3724, 0.2657, 1.1595], [0.0868, 0.5152, -1.1745], [1.1623, 0.1347, 0.6473], [-2.8826, 2.8676, -0.6817], [0.8363, 1.1215, 0.5746], [1.0931, -0.6283, 0.2808], [-0.2101, 1.9839, 0.3703], [0.6647, -0.1161, 1.5509], [0.3895, -0.0196, -0.1637], [0.1107, -0.3198, 0.2415], [-0.4914, -0.0769, -0.4972], [-0.0320, -0.3764, 1.0623], [-0.2873, 0.1093, -0.3522], [-0.5491, -0.6426, 0.2621], [1.0255, -1.9602, 0.3237], [0.3655, -0.6343, -1.0310], [-0.6975, -0.5124, 0.4056], [0.6001, -0.6021, 0.2171], [-0.3159, -0.7010, 0.6479], [0.1867, -0.4288, -0.0003], [-0.1764, -0.7023, -1.3750], [0.0437, 1.6870, -0.0664], [-1.2475, -0.2096, -0.3698], [0.8855, 1.1918, 0.6027], [0.8760, -1.2537, 0.7403], [-1.2852, 0.8120, -0.1909], [-0.9160, 0.5109, 0.3769], [-1.2026, -0.1501, 0.3131], [-0.1468, -0.0290, 0.1357], [1.8680, 0.5541, 0.1911], [0.0849, -0.6202, 0.0009], [0.3095, -1.0587, 0.4397], [0.1528, 0.1762, -0.2291], [-0.5538, -0.6665, -0.5931], [-0.3253, -0.0481, 0.0093], [0.5408, 0.2126, -0.1581], [-0.1822, -0.0889, 0.2078], [0.2241, -1.4601, -0.3360], [0.6561, 0.4491, -0.5877], [0.0832, 0.5617, -0.3830], [1.5862, -0.4653, -0.0743], [-0.8616, -0.2441, 0.0033], [-0.2582, -0.0199, -0.2669], [-0.4360, 0.2432, 0.2228], [0.4599, -2.2969, 0.2557], [0.4447, 0.2917, 0.1783], [-0.4001, -1.5095, 1.4951], [-1.4254, 1.0331, -1.5169], [0.1797, -1.4642, 1.3570], [-0.3466, 0.7543, -1.3922], [0.1811, 0.8472, -0.2912], [0.1147, 0.0112, 0.4329], [-0.8106, 0.5400, -1.2743], [-0.2372, 0.0646, -1.1024], [0.4141, 1.0175, 0.8624], [0.0226, 0.6232, -0.2744], [-0.5875, 0.7296, -1.6201], [0.1933, 1.2192, 0.2942], [0.0389, -0.3589, 0.0989], [0.5567, 0.0366, 0.9737], [0.0425, -0.1353, -0.3226], [0.5463, -0.5493, 0.1599], [-0.0044, -0.1422, 0.5638], [-0.1987, -0.2718, -0.0785], [0.1882, -0.1818, 0.5464], [0.7383, -0.7789, 0.1545], [0.0143, -0.1119, 0.2459], [0.9119, 0.5096, -0.3280], [-0.5795, 0.2705, 0.0070], [1.3151, -0.0145, -0.4446], [2.2009, -0.5823, 2.3324], [0.5358, 1.3404, -0.6173], [-0.1576, -0.3259, 1.7832], [2.1556, -0.2184, -0.9562], [-0.6278, -0.4711, -1.7836], [1.6051, 2.1882, 2.5390], [-0.0236, -0.1194, -0.2265], [-0.6962, -0.1130, 0.0438], [-0.6479, -0.5370, -0.1529], [-0.1186, -0.1737, -0.4915], [-0.8443, 0.1402, 0.6229], [-0.6002, 0.1922, 0.3844], [-0.7672, 0.3811, -1.0949], [-0.1909, -0.5392, 0.1014], [0.0945, 0.1204, -0.7999], [-1.0649, -0.6776, -0.7080], [-0.8787, -0.6645, 0.8528], [-0.1954, -0.7834, 0.0692], [-1.2382, 0.3050, -0.9281], [-0.1253, -0.1941, -0.3155], [-0.0519, -0.1416, -0.5920], [-0.7965, -0.5265, -0.4485], [0.2156, 0.8471, 1.0387], [-0.1458, 0.1564, 0.0628], [0.3598, -0.2037, 0.6005], [0.8932, 0.7594, -0.0707], [-0.3779, -0.2928, -0.5206], [-0.0287, -0.5213, -0.1776], [-0.6183, -0.4570, -0.1317], [1.2763, 0.5680, 0.5753], [0.5334, -0.6629, 0.2872], [-0.3697, 0.0185, -0.0639], [0.4927, -0.2166, -0.8414], [-0.2548, -0.0008, 0.9140], [-0.5207, 0.1753, -0.0194], [-0.6958, 0.5536, -0.7928], [0.3236, -0.1752, 0.0342], [-0.4720, 1.4631, 1.0450], [0.2314, 0.1788, -1.1228], [0.0540, 0.1444, -0.2652], [0.2740, -0.8171, -0.5738], [-0.0821, -0.3009, -0.3128], [-0.4449, 0.3406, -0.0872], [0.0190, -0.9127, 1.4577], [0.3430, 0.3816, 0.3934], [-0.6339, 0.2550, 0.2212], [0.6185, -0.5403, 0.1098], [2.5778, 1.6493, 1.2208], [-2.3802, -0.5668, -0.4930], [-0.0209, -2.3085, -0.9556], [0.0221, 0.6999, -0.1421], [0.8858, -0.1193, 0.0472], [-1.3379, 0.8794, 0.3532], [-0.4736, -0.7633, -0.0096], [-0.1267, -0.3438, -0.3802], [0.4317, -0.2159, 0.7004], [0.9761, 0.5953, -0.6760], [-0.7994, 0.3346, -0.1774]],
  "mulliken_charge": [-0.746, -0.271, -0.358, -0.128, 0.209, -0.576, 0.569, -0.373, 0.549, 0.233, 0.291, 0.329, 0.334, 0.148, 0.044, 0.080, 0.470, -0.513, 0.123, -0.331, -0.266, 0.539, -0.727, -0.390, -0.453, -0.938, 1.414, -0.466, -0.046, 0.592, -0.207, -0.964, 0.267, 0.381, -0.012, 0.267, 0.464, -0.298, -0.367, -0.360, 0.603, -0.565, 0.359, 0.346, 0.178, 0.373, -0.603, -0.391, -0.247, -0.792, -0.357, -0.325, -0.418, -0.254, -0.834, 0.376, 0.319, 0.165, 0.481, 0.235, 0.405, 0.235, 0.176, 0.350, 0.127, 0.414, 0.324, 0.272, 0.307, -0.035, -0.316, -0.765, -0.533, -0.260, -0.647, 0.020, -0.440, -0.701, -0.326, 0.492, 0.009, 0.341, 0.318, 0.307, 0.651, 0.299, 0.266, 0.111, 0.346, 0.300, 0.288, 0.291, -0.899, 0.042, -1.342, 1.904, -0.438, 0.965, -0.326, 0.881, -1.251, 0.316, 0.368, 0.126, 0.411, 0.446, -0.745, -0.338, -1.339, 0.391, -0.477, 0.523, 0.160, 0.294, 0.322, -0.978, -0.255, -0.524, -0.608, -0.471, -0.043, -1.069, 0.046, -0.785, 0.335, 0.568, 0.205, 0.441, 0.305, 0.189, 0.438, 0.012, 0.422, 0.377, 0.672, -0.029, 0.378, 0.414, -0.234, 1.154, 0.708, 0.267, 1.140, -0.437, 0.259, 0.225, -0.479, 0.190, -0.192, -0.245, 0.183, -1.251, -0.758, -0.308, -0.297, 0.187, -0.261, -0.188, 0.171, 0.073, 0.263, -0.902, -0.267, -1.326, 0.418, 0.286, -0.970, 0.617, -0.448, -0.337, 0.380, 0.280, 0.245, 0.619, 0.619, 0.202, -0.653, 0.210, 0.659, 0.206, -0.368, 0.236, 0.002, 0.219, -0.672, -0.391, -0.427, -0.774, 0.256, -1.125, 1.054, -0.391, -0.490, 0.260, 0.189, 0.340, 0.485, 0.026, 0.462, 0.292, 0.282, 0.419, -0.399, -0.254, 0.341, 0.386, -0.062, -0.725, -0.325, -0.500, -0.088, -0.494, -0.552, 0.771, 0.873, -0.485, 0.265, 0.219, 0.301, 0.219, 0.612, -0.093, 0.464, 0.650, -0.364, -0.368, -0.079, -0.045, 0.341, -0.585, -0.785, 0.101, -0.913, -0.183, -0.045, -0.123, -0.882, 0.498, -0.349, 0.325, 0.383, -0.033, 0.594, 0.285, -0.002, 0.364, -0.230, 0.336, 0.264, 0.473, -0.445, 0.347, 0.231, -0.175, 1.242, 0.327, -0.211, -0.624, -0.698, 0.667, -0.624, -0.154, 0.564, -0.969, -0.223, -0.383, 0.186, 0.513, 0.408, -0.171, 0.394, 0.266, -0.203, -0.133, 0.044, -0.255, 0.150, -1.396, 3.529, -0.431, 0.127, -0.517, 0.810, -0.163, -0.241, -0.243, 0.284, 0.062, 0.442, -1.068, -1.087]
}